{
  "formula": "C50H62MgN3O6P2S",
  "method": "ωB97M-V/def2-TZVPD",
  "elements": ["Mg", "O", "C", "C", "C", "C", "C", "C", "C", "P", "C", "C", "C", "C", "C", "C", "C", "C", "C", "C", "C", "C", "H", "H", "H", "H", "H", "H", "H", "H", "H", "H", "H", "H", "H", "H", "O", "S", "O", "O", "C", "N", "C", "C", "C", "N", "C", "C", "C", "N", "C", "C", "H", "H", "H", "H", "H", "H", "C", "C", "C", "C", "O", "H", "H", "H", "H", "H", "H", "H", "H", "H", "O", "P", "C", "C", "C", "C", "C", "C", "C", "C", "C", "C", "C", "C", "C", "C", "C", "C", "C", "C", "H", "H", "H", "H", "H", "H", "H", "H", "H", "H", "H", "H", "H", "H", "H", "H", "H", "H", "H", "H", "H", "H", "H", "H", "H", "H", "H", "H", "H", "H", "H", "H", "H"],
  "positions_angstrom": [[0.031, -0.963, 2.021], [0.041, -1.088, 4.877], [-0.773, -0.868, 3.983], [-2.193, -0.560, 4.404], [-2.508, -0.330, 5.742], [-3.794, 0.007, 6.118], [-4.781, 0.122, 5.147], [-4.475, -0.078, 3.810], [-3.175, -0.410, 3.424], [-2.650, -0.632, 1.671], [-4.137, 0.094, 0.852], [-5.313, -0.567, 0.505], [-6.334, 0.107, -0.149], [-6.191, 1.444, -0.488], [-5.025, 2.116, -0.149], [-4.012, 1.444, 0.517], [-2.891, -2.441, 1.458], [-1.972, -3.140, 0.674], [-2.151, -4.494, 0.428], [-3.238, -5.163, 0.965], [-4.137, -4.484, 1.776], [-3.959, -3.133, 2.030], [-1.712, -0.437, 6.470], [-4.036, 0.182, 7.160], [-5.796, 0.376, 5.431], [-5.257, 0.041, 3.073], [-5.428, -1.618, 0.727], [-7.244, -0.423, -0.404], [-6.979, 1.955, -1.027], [-4.908, 3.161, -0.405], [-3.102, 1.972, 0.787], [-1.097, -2.634, 0.283], [-1.436, -5.030, -0.183], [-3.377, -6.220, 0.772], [-4.979, -5.005, 2.216], [-4.631, -2.623, 2.710], [2.723, 6.926, 0.663], [4.014, 7.340, 1.183], [3.956, 8.337, 2.238], [5.030, 7.558, 0.168], [4.621, 5.866, 2.083], [5.829, 5.902, 2.644], [6.215, 4.815, 3.291], [5.427, 3.676, 3.402], [4.186, 3.741, 2.786], [3.794, 4.833, 2.135], [3.210, 2.629, 2.739], [1.849, 2.928, 2.739], [0.945, 1.907, 2.544], [1.319, 0.644, 2.327], [2.617, 0.346, 2.356], [3.593, 1.303, 2.576], [7.201, 4.855, 3.744], [5.758, 2.808, 3.955], [1.531, 3.955, 2.849], [-0.124, 2.095, 2.534], [2.849, -0.697, 2.176], [4.638, 1.021, 2.574], [0.586, -4.361, 3.305], [1.560, -3.586, 2.401], [1.947, -4.458, 1.193], [2.828, -3.276, 3.216], [0.974, -2.420, 1.963], [1.008, -5.313, 3.640], [-0.343, -4.552, 2.763], [0.354, -3.745, 4.176], [2.526, -5.334, 1.499], [2.539, -3.858, 0.499], [1.045, -4.790, 0.674], [3.210, -4.171, 3.713], [2.580, -2.527, 3.971], [3.612, -2.881, 2.563], [0.449, -0.669, -0.688], [0.284, 0.007, -2.013], [0.704, 1.808, -1.954], [0.880, 2.517, -3.322], [2.154, 3.364, -3.397], [2.283, 4.304, -2.202], [2.137, 3.555, -0.859], [1.909, 2.053, -1.034], [1.302, -0.797, -3.338], [1.130, -2.331, -3.249], [2.381, -3.090, -3.715], [3.041, -2.348, -4.871], [3.605, -1.009, -4.374], [2.782, -0.427, -3.212], [-1.475, -0.057, -2.566], [-2.014, -1.492, -2.604], [-3.485, -1.463, -3.010], [-3.674, -0.901, -4.437], [-2.409, -0.205, -4.942], [-1.810, 0.707, -3.870], [-0.168, 2.228, -1.434], [0.024, 3.173, -3.496], [0.901, 1.791, -4.139], [2.126, 3.948, -4.320], [3.032, 2.714, -3.459], [1.525, 5.085, -2.265], [3.244, 4.817, -2.242], [1.305, 3.984, -0.299], [3.025, 3.715, -0.252], [1.719, 1.580, -0.074], [2.808, 1.587, -1.439], [0.929, -0.425, -4.299], [0.292, -2.638, -3.877], [0.898, -2.606, -2.217], [2.095, -4.099, -4.020], [3.096, -3.191, -2.895], [2.295, -2.176, -5.653], [3.837, -2.950, -5.314], [3.632, -0.294, -5.200], [4.635, -1.147, -4.038], [2.907, 0.654, -3.209], [3.151, -0.804, -2.254], [-1.973, 0.432, -1.719], [-1.897, -1.948, -1.622], [-1.462, -2.108, -3.314], [-4.016, -0.829, -2.306], [-3.912, -2.465, -2.932], [-4.496, -0.180, -4.430], [-3.946, -1.697, -5.133], [-2.644, 0.389, -5.828], [-1.666, -0.948, -5.244], [-2.532, 1.499, -3.648], [-0.923, 1.189, -4.279]],
  "forces_ev_per_angstrom": [[-0.29, 1.24, -0.54], [-0.03, 0.04, 0.04], [-0.42, -0.06, 0.25], [-0.13, 0.27, 0.45], [-0.03, -0.12, -0.01], [0.00, -0.01, 0.03], [-0.05, -0.02, -0.02], [-0.03, 0.02, -0.01], [0.15, 0.11, 0.09], [-0.78, -0.30, 0.31], [0.37, 0.14, -0.40], [0.17, -0.04, -0.04], [-0.05, -0.03, -0.04], [0.00, -0.01, -0.03], [-0.05, 0.07, 0.03], [0.02, -0.03, 0.03], [0.05, 0.01, -0.15], [-0.21, 0.11, 0.14], [0.04, -0.06, -0.10], [0.00, -0.02, -0.02], [-0.07, 0.04, 0.05], [0.13, -0.07, 0.11], [0.02, 0.01, -0.03], [0.00, -0.01, 0.00], [0.01, 0.02, -0.02], [0.00, 0.02, -0.04], [-0.02, -0.07, 0.02], [0.01, 0.00, -0.02], [-0.01, 0.02, 0.04], [0.03, -0.01, 0.01], [0.00, 0.01, -0.06], [0.03, -0.03, -0.11], [0.04, 0.02, 0.02], [0.01, 0.00, -0.01], [0.03, -0.02, 0.02], [-0.04, 0.04, -0.05], [0.11, 0.03, 0.02], [0.01, 0.02, 0.01], [0.03, -0.05, -0.10], [-0.03, -0.03, 0.11], [-0.20, 0.04, -0.08], [0.17, 0.13, -0.04], [-0.05, -0.02, -0.01], [-0.09, -0.03, 0.00], [0.29, 0.22, -0.03], [-0.19, -0.17, 0.05], [-0.14, -0.21, -0.08], [0.07, 0.03, -0.03], [0.00, 0.09, 0.00], [0.20, 0.24, -0.14], [0.05, -0.02, 0.01], [-0.05, 0.11, 0.05], [-0.01, -0.03, 0.03], [0.00, -0.01, -0.02], [-0.03, -0.01, -0.03], [0.02, 0.02, 0.03], [0.05, 0.02, 0.01], [0.00, -0.01, -0.04], [0.06, 0.16, -0.07], [0.02, -0.22, 0.02], [-0.06, 0.12, 0.13], [-0.16, 0.07, -0.10], [1.24, -1.74, -0.35], [-0.01, -0.01, 0.00], [-0.02, -0.03, -0.01], [-0.02, -0.03, 0.03], [-0.02, -0.04, -0.04], [0.03, -0.01, 0.00], [-0.02, -0.03, -0.03], [0.05, 0.01, 0.00], [0.02, -0.03, 0.04], [0.01, 0.02, 0.01], [-0.12, -0.02, 0.51], [-0.20, 0.35, -0.72], [0.01, -0.48, 0.08], [0.20, 0.03, -0.07], [-0.16, 0.08, 0.10], [0.05, -0.08, 0.03], [0.07, -0.06, -0.02], [-0.06, 0.21, -0.01], [-0.23, 0.13, 0.38], [0.13, -0.09, 0.02], [-0.03, 0.11, -0.12], [0.05, -0.04, 0.12], [-0.08, -0.08, -0.02], [0.04, 0.03, -0.15], [0.37, -0.12, 0.20], [-0.19, 0.07, 0.05], [0.11, -0.12, -0.13], [0.09, -0.03, 0.03], [-0.08, 0.08, 0.10], [0.06, -0.05, -0.12], [0.01, 0.04, -0.03], [-0.04, -0.06, -0.06], [0.02, 0.11, 0.00], [0.08, -0.06, -0.04], [0.01, 0.04, -0.02], [-0.02, 0.02, -0.06], [-0.02, 0.05, 0.03], [0.00, 0.00, 0.12], [-0.02, 0.07, 0.13], [0.06, -0.04, 0.10], [-0.02, -0.01, 0.05], [-0.03, -0.03, 0.00], [0.03, -0.01, 0.01], [-0.06, -0.05, -0.04], [0.03, -0.03, 0.07], [-0.01, -0.02, 0.02], [0.01, -0.02, -0.02], [-0.02, 0.02, -0.06], [0.03, 0.03, 0.02], [0.02, 0.03, -0.03], [0.02, -0.05, 0.07], [0.01, 0.04, 0.01], [-0.05, 0.05, -0.01], [0.00, -0.03, -0.04], [-0.01, 0.02, 0.05], [-0.17, 0.08, 0.25], [-0.03, 0.04, 0.03], [-0.02, -0.04, -0.08], [-0.05, 0.02, 0.01], [0.06, -0.04, -0.04], [0.01, 0.00, -0.03], [0.06, 0.04, -0.01], [-0.19, 0.04, 0.02]],
  "total_energy_ha": -3839.3919,
  "de_lowest_kcal_mol": 26.8,
  "mol_weight_g_mol": 919.38,
  "spin_multiplicity": 1,
  "gap_ev": 6.79,
  "e_homo_ev": -4.889,
  "charge": -1
}